(A)
Entry from the OMol25 dataset: 2 unconnected molecules or ions with the total composition C4H4O4 (wB97M-V/def2-TZVPD).

Structure (ORCA input):
```
! RIJCOSX wB97M-V def2-TZVPD def2/J DEFGRID3
* xyz 0 1
C -0.19336 -2.27598 0.44375
C -1.47385 0.53713 -0.16449
C -0.44747 0.73603 0.57392
C 0.95324 0.61271 -0.01535
O -0.41745 -2.30844 -0.66942
O -2.35151 0.45951 -0.90069
O 0.07396 -2.23891 1.56562
O 1.05607 1.57749 -1.09100
H -0.60554 1.16107 1.46617
H 1.14814 -0.35772 -0.30315
H 1.65882 0.94177 0.83253
H 0.59896 1.15536 -1.73788
*
```

The calculation puts the gap between HOMO and LUMO at 9.82 eV. The calculation puts the HOMO energy at -9.36 eV. Its SMILES is O=C=CCO.O=C=O.

***

(B)
Entry from the OMol25 dataset: C4H4O4 in the gas phase (wB97M-V/def2-TZVPD).

Structure (ORCA input):
```
! RIJCOSX wB97M-V def2-TZVPD def2/J DEFGRID3
* xyz 0 1
C -2.43370 -0.60179 0.08343
C -1.12100 0.14736 0.24933
C 1.09771 0.49437 -0.02375
C 2.50286 -0.05381 0.22036
H -2.34758 -1.78804 0.18466
H -1.13183 0.71357 -0.59923
H -1.42623 1.03266 1.19861
H 3.16728 0.97871 0.48373
O -3.58435 -0.00554 -0.25022
O 0.12072 -0.54884 0.18061
O 0.89942 1.67294 -0.20322
O 2.74710 -1.22527 -0.28266
*
```

The calculation puts the gap between HOMO and LUMO at 9.17 eV. The calculation puts the HOMO energy at -10.54 eV. Its SMILES is O=CCOC(=O)C=O.

***

The least stable of them is (B).

***

(A)
Entry from the OMol25 dataset: C4H4O4 in the gas phase (wB97M-V/def2-TZVPD).

Structure (ORCA input):
```
! RIJCOSX wB97M-V def2-TZVPD def2/J DEFGRID3
* xyz 0 1
C -1.03328 -0.48907 2.05655
C 0.57542 -0.59585 0.12417
C 0.77215 0.06968 -1.21456
C -0.41628 0.88424 -1.85466
H -2.00049 -1.03919 2.10917
H 1.21033 0.24343 0.78209
H 1.30284 -1.41915 -0.03496
H -0.83245 1.51050 -1.00626
O -0.33732 0.26685 2.99933
O -0.69330 -0.94019 0.74998
O 1.84971 0.27334 -1.65694
O -0.39733 1.23543 -3.05392
*
```

The calculation puts the gap between HOMO and LUMO at 9.22 eV. The calculation puts the HOMO energy at -10.09 eV. Its SMILES is O=COCC(=O)C=O.

***

(B)
Entry from the OMol25 dataset: 2 unconnected molecules or ions with the total composition C4H4O4 (wB97M-V/def2-TZVPD).

Structure (ORCA input):
```
! RIJCOSX wB97M-V def2-TZVPD def2/J DEFGRID3
* xyz 0 1
C 0.25461 -1.46941 0.61389
C 0.94713 1.26694 -1.52340
C -0.18607 -0.10041 1.00779
C -1.11807 0.72401 -0.10439
O 1.62098 0.40496 -1.01159
O 0.61721 2.21833 -2.16293
O -0.20987 0.34014 2.13032
O -2.11869 0.19787 -0.54759
H -0.97027 1.81537 -0.03558
H -0.03389 -2.17444 1.39761
H -0.14906 -1.75064 -0.35837
H 1.34598 -1.47269 0.59425
*
```

The calculation puts the gap between HOMO and LUMO at 8.96 eV. The calculation puts the HOMO energy at -9.65 eV. Its SMILES is CC(=O)C=O.O=C=O.

***

The least stable of them is (A).

***

(A)
Entry from the OMol25 dataset: 2 unconnected molecules or ions with the total composition C4H4O4 (wB97M-V/def2-TZVPD).

Structure (ORCA input):
```
! RIJCOSX wB97M-V def2-TZVPD def2/J DEFGRID3
* xyz 0 1
C 0.20540 0.77630 -1.52805
C 0.43550 -0.16055 -0.32053
C -0.48306 0.08981 0.89762
C -0.86235 -1.21736 1.42426
H 1.63872 1.72162 -0.80444
H 0.80549 -1.12909 -0.38215
H -0.87710 0.99676 0.89433
H -0.53702 -2.44116 0.45975
O 0.94220 1.88663 -1.47072
O -0.54572 0.20938 -2.32435
O 1.08340 0.37443 0.86305
O -1.80545 -1.10677 2.29123
*
```

The calculation puts the gap between HOMO and LUMO at 9.72 eV. The calculation puts the HOMO energy at -10.59 eV.

***

(B)
Entry from the OMol25 dataset: C4H4O4 in the gas phase (wB97M-V/def2-TZVPD).

Structure (ORCA input):
```
! RIJCOSX wB97M-V def2-TZVPD def2/J DEFGRID3
* xyz 0 1
C 1.99548 0.05471 0.26947
C -0.16499 0.33898 -0.60812
C -1.34339 -0.40884 -1.10073
C -1.78292 -0.34005 0.69358
O 0.87566 -0.49694 -0.43568
O -0.15506 1.55906 -0.53436
O -2.19015 -0.48201 -1.90812
O -1.33788 -1.00721 1.56608
H -2.71823 0.25104 0.75031
H 1.69001 0.36770 1.27320
H 2.39817 0.90856 -0.28316
H 2.73331 -0.74499 0.31754
*
```

The calculation puts the gap between HOMO and LUMO at 8.21 eV. The calculation puts the HOMO energy at -8.94 eV. Its SMILES is COC(=O)C(=O)C=O.

***

The least stable of them is (A).

***

(A)
Entry from the OMol25 dataset: 3 unconnected molecules or ions with the total composition C4H5Cl2NO (wB97M-V/def2-TZVPD).

Structure (ORCA input):
```
! RIJCOSX wB97M-V def2-TZVPD def2/J DEFGRID3
* xyz 0 1
C 1.73246 2.52998 2.69594
C 1.43083 1.72625 1.85835
C -0.96748 -0.59644 -0.70786
C 0.54919 -2.37562 -1.54846
N -0.58486 -1.56068 -1.26344
O -1.48290 0.28602 -0.17933
Cl -3.69447 2.28779 -0.10631
Cl 1.60414 0.70662 0.59767
H 1.49605 3.20427 3.50338
H 1.05355 -1.96128 -2.48481
H 1.30155 -2.30297 -0.64866
H 0.27287 -3.41672 -1.47447
H -2.71093 1.47278 -0.24200
*
```

The calculation puts the gap between HOMO and LUMO at 10.69 eV. The calculation puts the HOMO energy at -10.36 eV. Its SMILES is CN=C=O.C#CCl.Cl.

***

(B)
Entry from the OMol25 dataset: C4H5Cl2NO in the gas phase (wB97M-V/def2-TZVPD).

Structure (ORCA input):
```
! RIJCOSX wB97M-V def2-TZVPD def2/J DEFGRID3
* xyz 0 1
C -1.79844 -0.27902 0.00128
C -0.46642 -0.81048 0.40179
C 0.21356 -0.28518 1.63353
C 0.73242 0.00726 0.23259
H -1.79161 -1.57065 -1.59654
H -3.19366 -0.51686 -1.30728
H -0.34823 -1.90342 0.26137
H 0.75945 -1.08405 2.21800
H -0.24234 0.60783 2.04474
N -2.42564 -1.06694 -0.92956
O -2.31584 0.74285 0.48073
Cl 0.62355 1.66034 -0.40136
Cl 2.21385 -0.82519 -0.33832
*
```

The calculation puts the gap between HOMO and LUMO at 10.89 eV. The calculation puts the HOMO energy at -10.25 eV. Its SMILES is NC(=O)[C@@H]1CC1(Cl)Cl.

***

The least stable of them is (A).

***

(A)
Entry from the OMol25 dataset: 2 unconnected molecules or ions with the total composition C6H13N3 (wB97M-V/def2-TZVPD).

Structure (ORCA input):
```
! RIJCOSX wB97M-V def2-TZVPD def2/J DEFGRID3
* xyz 0 1
C -0.99369 -2.04053 1.30841
C -0.72631 -0.76683 2.11495
C -0.19411 -2.09152 0.09866
C 0.47303 -2.11489 -0.89604
H -2.04957 -2.08046 1.02457
H -0.77790 -2.92578 1.91537
H -0.91887 0.11306 1.50194
H 0.30934 -0.73905 2.45177
H -1.37536 -0.73532 2.98849
H 1.03295 -2.12343 -1.78631
C 1.68249 1.15886 0.04372
N 1.05411 1.75405 -1.13533
C -0.44418 1.31278 -1.34192
N -0.39754 0.78570 -2.52184
N -1.15220 1.59899 -0.31780
H 1.07362 2.77147 -1.08446
H -1.28091 0.42794 -2.86312
H 1.34726 1.34722 -2.08286
H -2.12422 1.33470 -0.43148
H 1.62699 0.07441 -0.04224
H 2.72083 1.47693 0.13408
H 1.11424 1.46169 0.92144
*
```

The calculation puts the gap between HOMO and LUMO at 8.72 eV. The calculation puts the HOMO energy at -7.93 eV.

***

(B)
Entry from the OMol25 dataset: a molecular structure, C6H13N3 (wB97M-V/def2-TZVPD).

Structure (ORCA input):
```
! RIJCOSX wB97M-V def2-TZVPD def2/J DEFGRID3
* xyz 0 1
C -0.49287 -0.13491 0.64743
C -0.44504 0.27200 -1.77361
C -0.92465 1.25286 1.06175
C 2.31816 0.32563 -0.14493
N -0.65096 -0.59144 -0.62824
C 1.42175 -0.42761 0.76730
C 1.81204 -1.20254 1.77060
N -2.45845 -1.13132 -0.48591
N -3.02484 -0.95485 -1.53759
H -0.82374 -0.86882 1.38766
H -4.01213 -1.30850 -1.56379
H 0.04467 1.22436 -1.55435
H 0.06067 -0.30331 -2.55193
H -1.41072 0.57433 -2.19944
H -1.97862 1.22290 1.35299
H -0.81973 1.99596 0.27083
H -0.32716 1.58142 1.91801
H 2.11455 1.39926 -0.10659
H 3.37588 0.21261 0.13384
H 2.24501 -0.04019 -1.17314
H 1.11041 -1.74880 2.39421
H 2.86576 -1.34902 2.01489
*
```

The calculation puts the gap between HOMO and LUMO (alpha / beta) at 8.76 / 8.76 eV. The calculation puts the HOMO energy (alpha / beta) at -7.77 / -7.77 eV.

***

(C)
Entry from the OMol25 dataset: C6H13N3 in the gas phase (wB97M-V/def2-TZVPD).

Structure (ORCA input):
```
! RIJCOSX wB97M-V def2-TZVPD def2/J DEFGRID3
* xyz 0 1
C 2.00869 -1.05388 0.73107
C 0.95143 1.46220 -0.43986
C -0.46806 1.02719 -0.74981
C -0.89317 0.96270 0.81199
C -2.16131 -0.05487 0.47504
C -1.63951 -1.09056 -0.60927
H 2.59732 -2.12010 0.76734
H 2.36497 -0.30224 1.55669
H 0.78877 -1.24749 0.60042
H 3.24010 -0.57657 -0.82026
H 1.00210 2.52348 0.02469
H -0.99653 1.75632 -1.21137
H -1.29818 1.98126 1.14892
H 0.03317 0.60872 1.42166
H -2.90485 0.54416 0.03650
H -2.58686 -0.34578 1.43696
H -2.47056 -1.46253 -1.21446
H -1.33480 -2.01208 -0.14955
H 0.12104 -0.78301 -1.51200
N 2.30934 -0.46872 -0.58403
N 2.10965 0.91855 -0.40654
N -0.77274 -0.26676 -1.31417
*
```

The calculation puts the gap between HOMO and LUMO at 9.16 eV. The calculation puts the HOMO energy at -8.16 eV. Its SMILES is CN/N=C\[C@@H]1CCCN1.

***

(D)
Entry from the OMol25 dataset: C6H13N3 in the gas phase (wB97M-V/def2-TZVPD).

Structure (ORCA input):
```
! RIJCOSX wB97M-V def2-TZVPD def2/J DEFGRID3
* xyz 0 1
C -0.73549 0.13406 -0.00421
C -1.39246 1.16264 0.92078
C 1.26453 -0.44382 1.53162
C 1.18862 -0.23882 -1.76532
C -0.12645 -0.98281 0.83977
C 0.45167 0.70823 -0.83516
N -1.79852 -0.40740 -0.87352
N -0.36142 -2.23088 0.71421
N 0.60284 1.98810 -1.05365
H -1.88406 0.17063 -1.70622
H -1.51633 -1.35011 -1.15496
H 0.27761 -2.82086 1.25788
H -0.15246 2.54808 -0.65274
H -1.97284 1.89099 0.34320
H -2.05241 0.67597 1.64674
H -0.65620 1.74152 1.48548
H 1.50048 -1.22645 2.25994
H 2.19052 -0.36189 0.96055
H 1.03737 0.45952 2.09877
H 0.52870 -0.56453 -2.57326
H 1.55509 -1.12015 -1.23456
H 2.05121 0.26796 -2.20534
*
```

The calculation puts the gap between HOMO and LUMO at 10.08 eV. The calculation puts the HOMO energy at -9.30 eV. Its SMILES is [H]/N=C(/C)[C@@](C)(N)/C(C)=N/[H].

***

The least stable of them is (B).

***

(A)
Entry from the OMol25 dataset: a molecular structure, C6H13N3 (wB97M-V/def2-TZVPD).

Structure (ORCA input):
```
! RIJCOSX wB97M-V def2-TZVPD def2/J DEFGRID3
* xyz 0 1
C -0.05258 -0.59218 -2.40388
C 1.54971 0.36312 2.76351
C -0.50708 1.56140 2.18504
C -0.29911 -0.71190 1.35785
C 1.23126 -0.59175 -2.08049
C 0.21062 0.28781 2.08988
N -1.10089 0.45254 -2.57813
N -0.83986 -1.59456 -2.99574
N -1.80128 -0.59064 -3.30462
H 1.40377 0.70848 3.86267
H 2.04035 -0.61314 2.66296
H 2.21722 1.10313 2.21070
H -0.73307 1.83624 1.13717
H -1.44117 1.40813 2.76548
H 0.07432 2.33750 2.65515
H -1.31960 -0.76913 1.04945
H -0.79623 1.19980 -3.17721
H 0.27715 -1.60866 1.07837
H 1.70960 0.48691 -2.00504
H 1.93822 -1.34150 -1.80493
H -1.03545 -2.51020 -2.67224
H -2.72588 -0.82139 -2.79591
*
```

The calculation puts the gap between HOMO and LUMO at 8.42 eV. The calculation puts the HOMO energy at -7.46 eV.

***

(B)
Entry from the OMol25 dataset: C6H13N3 in the gas phase (wB97M-V/def2-TZVPD).

Structure (ORCA input):
```
! RIJCOSX wB97M-V def2-TZVPD def2/J DEFGRID3
* xyz 0 1
C 0.81706 0.86151 -0.63701
C 2.11442 0.97882 0.15390
C -2.07166 -1.00757 1.25664
C -0.47074 0.57160 0.15271
C -0.67874 -0.59452 0.82619
N -1.44169 1.56079 0.02874
N 0.31335 -1.52390 1.10608
C 0.91082 -0.21493 -1.70273
N 0.45512 -0.03227 -2.90126
H 0.68821 1.81546 -1.16853
H -2.38354 1.26989 0.26617
H -1.41709 2.02242 -0.88088
H 0.01008 -2.21231 1.79461
H 1.15351 -1.06812 1.45553
H 0.56516 -0.90125 -3.43749
H 1.33973 -1.19082 -1.41518
H 2.53588 0.00827 0.43030
H 2.87772 1.46897 -0.46297
H 1.98139 1.57999 1.05861
H -2.34304 -0.54520 2.20885
H -2.13729 -2.09657 1.37026
H -2.81863 -0.75028 0.49746
*
```

The calculation puts the gap between HOMO and LUMO at 7.91 eV. The calculation puts the HOMO energy at -6.92 eV. Its SMILES is [H]/N=C/[C@H](C)/C(N)=C(/C)N.

***

The least stable of them is (A).

***

(A)
Entry from the OMol25 dataset: 2 unconnected molecules or ions with the total composition CH4Br2Si (wB97M-V/def2-TZVPD).

Structure (ORCA input):
```
! RIJCOSX wB97M-V def2-TZVPD def2/J DEFGRID3
* xyz 0 1
C 0.51392 0.08642 0.55174
Si 0.17541 0.02413 -1.24053
Br 2.37754 -0.17111 1.22993
Br -2.66977 0.01054 1.13722
H 0.01569 -0.82124 0.95201
H 0.15854 0.91059 1.20465
H -0.55913 -1.18220 -1.54457
H -0.01220 1.14288 -2.29044
*
```

The calculation puts the gap between HOMO and LUMO (alpha / beta) at 6.46 / 4.80 eV. The calculation puts the HOMO energy (alpha / beta) at -9.20 / -8.27 eV.

***

(B)
Entry from the OMol25 dataset: 2 unconnected molecules or ions with the total composition CH4Br2Si (wB97M-V/def2-TZVPD).

Structure (ORCA input):
```
! RIJCOSX wB97M-V def2-TZVPD def2/J DEFGRID3
* xyz 0 1
C 0.03089 1.62059 -0.39302
Si -0.36390 -0.26129 0.05525
Br -1.86183 1.27912 -2.24872
Br -0.35915 2.99615 0.65552
H 0.87055 1.95113 -1.08498
H 0.67986 -0.64720 0.92180
H 0.14794 -0.86207 -1.22858
H -1.62529 -0.38461 0.95488
*
```

The calculation puts the gap between HOMO and LUMO at 7.86 eV. The calculation puts the HOMO energy at -9.63 eV.

***

(C)
Entry from the OMol25 dataset: 2 unconnected molecules or ions with the total composition CH4Br2Si (wB97M-V/def2-TZVPD).

Structure (ORCA input):
```
! RIJCOSX wB97M-V def2-TZVPD def2/J DEFGRID3
* xyz 0 1
C 0.30880 -0.47499 0.62326
Si -0.61990 1.13103 0.22357
Br -0.24630 2.87880 1.47292
Br 0.65850 -2.63306 -3.34676
H 1.17312 -0.16525 1.15471
H -0.26155 -1.29126 1.17041
H 0.57589 -0.78487 -0.41747
H -1.58856 1.33959 -0.88064
*
```

The calculation puts the gap between HOMO and LUMO (alpha / beta) at 10.35 / 2.71 eV. The calculation puts the HOMO energy (alpha / beta) at -10.86 / -6.50 eV.

***

The least stable of them is (A).

***

(A)
Entry from the OMol25 dataset: 2 unconnected molecules or ions with the total composition C2H10N3 (wB97M-V/def2-TZVPD).

Structure (ORCA input):
```
! RIJCOSX wB97M-V def2-TZVPD def2/J DEFGRID3
* xyz 1 1
C 0.79613 0.85635 0.05693
C 0.53451 0.07663 -0.99219
N 1.34944 -0.11894 -2.07389
N -0.13949 0.86327 1.19457
H 1.63014 1.53447 0.15241
H -0.35038 -0.54604 -0.99020
H 0.86410 -0.15573 -2.95995
H 2.18128 0.45326 -2.10772
H -0.56701 1.78635 1.30062
H 0.35178 0.65305 2.06381
H -0.89672 0.12811 1.07877
N -1.92468 -1.33858 1.30603
H -1.42487 -2.20550 1.14014
H -2.75102 -1.40385 0.71600
H -2.28029 -1.41997 2.25335
*
```

The calculation puts the gap between HOMO and LUMO at 9.93 eV. The calculation puts the HOMO energy at -13.01 eV.

***

(B)
Entry from the OMol25 dataset: 2 unconnected molecules or ions with the total composition C2H10N3 (wB97M-V/def2-TZVPD).

Structure (ORCA input):
```
! RIJCOSX wB97M-V def2-TZVPD def2/J DEFGRID3
* xyz 1 1
C -1.71472 0.32317 0.74209
C 1.94943 0.16982 -0.59729
N 2.15144 0.17514 0.72286
N -0.38974 -0.44615 -1.26339
N -1.41414 -0.67865 -0.43184
H -2.68422 -0.01639 1.26327
H -0.81805 0.36287 1.52611
H -1.83829 1.43249 0.36068
H 1.80623 1.02553 -1.14231
H 2.03512 -0.68670 -1.22133
H 2.43044 1.00995 1.15796
H 2.58210 -0.65904 1.20671
H -0.47868 0.38368 -1.72154
H -1.27889 -1.59172 0.09295
H -2.33803 -0.80401 -0.69493
*
```

The calculation puts the gap between HOMO and LUMO at 7.93 eV. The calculation puts the HOMO energy at -12.23 eV.

***

(C)
Entry from the OMol25 dataset: a molecular structure, C2H10N3 (wB97M-V/def2-TZVPD).

Structure (ORCA input):
```
! RIJCOSX wB97M-V def2-TZVPD def2/J DEFGRID3
* xyz 1 1
C -1.33767 0.88996 0.34250
C -0.55141 0.38641 -0.75881
N 0.57286 -0.16085 -0.80562
N -1.35469 0.79964 -2.51784
N 1.97598 -0.70319 1.29401
H -2.22823 0.27253 0.47824
H -1.68850 1.89612 0.10654
H -0.76556 0.90537 1.27029
H 0.98073 -0.38123 -1.70817
H 1.22055 -0.39682 0.16745
H -2.30094 1.08214 -2.27503
H -1.39247 -0.11231 -2.96404
H 2.95884 -0.77855 1.04422
H 1.89070 0.01177 2.01007
H 1.67611 -1.59124 1.68525
*
```

The calculation puts the gap between HOMO and LUMO at 10.81 eV. The calculation puts the HOMO energy at -14.17 eV.

***

The least stable of them is (B).